No. 1
Density functional theory data (ωB97M-V/def2-TZVPD) for a molecular structure, C41H38BrN4O3PY.

* energy relative to the best compared isomer or geometry (same formula, charge and spin): 0.0 kJ/mol
* lowest unoccupied orbital energy: -2.853 eV
* largest force on an atom: 0.015 Eh/bohr
* M: 834.56 g/mol
* net charge: +1
* calculated total energy: -4983.7588 hartree
* HOMO-LUMO gap: 7.42 eV

Geometry (Å):
Y (0.213, 0.181, 0.011)
Br (-2.409, 6.201, -4.021)
C (-2.097, 4.664, -2.971)
C (-2.830, 4.470, -1.798)
C (-2.623, 3.352, -1.023)
C (-1.657, 2.387, -1.372)
O (-1.477, 1.335, -0.617)
C (-0.907, 2.610, -2.555)
C (0.114, 1.694, -3.022)
N (0.692, 0.809, -2.296)
C (1.631, -0.077, -2.892)
C (2.628, 0.303, -3.743)
C (3.514, -0.658, -4.285)
C (3.378, -1.978, -3.974)
C (2.356, -2.398, -3.086)
C (2.154, -3.749, -2.729)
C (1.157, -4.074, -1.857)
C (0.384, -3.038, -1.302)
N (0.533, -1.771, -1.609)
C (1.496, -1.443, -2.520)
C (-1.163, 3.736, -3.354)
H (-3.572, 5.201, -1.504)
H (-3.199, 3.189, -0.121)
H (0.389, 1.782, -4.077)
H (2.753, 1.349, -3.991)
H (4.301, -0.333, -4.952)
H (4.047, -2.720, -4.390)
H (2.797, -4.513, -3.149)
H (0.973, -5.098, -1.563)
H (-0.358, -3.261, -0.545)
H (-0.604, 3.877, -4.272)
C (1.133, 4.824, 0.101)
C (1.174, 3.449, -0.172)
N (0.768, 2.530, 0.681)
C (0.322, 2.933, 1.895)
C (0.257, 4.279, 2.265)
C (0.663, 5.237, 1.318)
C (-0.178, 4.635, 3.588)
C (-0.475, 3.685, 4.496)
C (-0.387, 2.292, 4.156)
C (-0.617, 1.264, 5.089)
C (-0.476, -0.043, 4.705)
C (-0.152, -0.321, 3.369)
N (0.035, 0.621, 2.467)
C (-0.038, 1.915, 2.857)
H (1.470, 5.527, -0.646)
H (1.555, 3.089, -1.119)
H (0.614, 6.289, 1.569)
H (-0.236, 5.685, 3.846)
H (-0.774, 3.952, 5.502)
H (-0.882, 1.519, 6.108)
H (-0.612, -0.856, 5.403)
H (-0.041, -1.339, 3.019)
O (2.515, 0.028, 0.051)
C (2.508, -1.145, 0.542)
O (1.452, -1.614, 1.062)
C (3.715, -2.003, 0.398)
C (4.817, -1.529, -0.309)
C (5.914, -2.353, -0.503)
C (5.910, -3.644, 0.009)
C (4.812, -4.116, 0.716)
C (3.712, -3.297, 0.908)
H (4.795, -0.522, -0.702)
H (6.774, -1.989, -1.051)
H (6.770, -4.284, -0.140)
H (4.818, -5.122, 1.117)
H (2.842, -3.645, 1.450)
C (-1.879, -3.380, 2.206)
C (-2.700, -2.995, 0.981)
P (-2.419, -1.258, 0.451)
C (-3.372, -1.100, -1.116)
C (-4.557, -2.037, -1.335)
C (-3.355, -0.269, 1.683)
C (-4.870, -0.434, 1.731)
H (-2.053, -4.420, 2.484)
H (-2.144, -2.770, 3.072)
H (-0.808, -3.257, 2.024)
H (-3.765, -3.163, 1.158)
H (-2.436, -3.636, 0.135)
H (-2.649, -1.222, -1.928)
H (-3.679, -0.053, -1.172)
H (-4.241, -3.078, -1.392)
H (-5.053, -1.799, -2.276)
H (-5.301, -1.961, -0.543)
H (-3.092, 0.771, 1.467)
H (-2.917, -0.489, 2.662)
H (-5.337, -0.105, 0.803)
H (-5.293, 0.165, 2.538)
H (-5.167, -1.469, 1.906)

Löwdin atomic charge list, values in e, 5 entries:
1. Y 1.45
2. Br 0.75
3. C -0.70
4. C -0.11
5. C 0.00

No. 2
Density functional theory data (ωB97M-V/def2-TZVPD) for 2 unconnected molecules or ions with the total composition C4H12N2O2 at a distorted geometry.

* energy relative to the best compared isomer or geometry (same formula, charge and spin): 203.8 kJ/mol
* lowest unoccupied orbital energy: 0.701 eV
* SMILES string: CCC(=O)NCN.O
* largest force on an atom: 0.049 Eh/bohr
* M: 120.15 g/mol
* calculated total energy: -419.5709 hartree
* HOMO-LUMO gap: 10.24 eV

Geometry (Å):
C (-0.123, 0.817, -2.042)
C (1.260, 0.942, -1.290)
C (0.799, 0.883, 0.167)
O (0.852, 1.855, 0.901)
N (0.152, -0.239, 0.729)
C (0.351, -1.637, 0.259)
N (0.401, -2.469, 1.447)
H (-1.030, 1.198, -1.366)
H (-0.358, 1.350, -2.989)
H (-0.273, -0.276, -2.011)
H (2.074, 0.348, -1.727)
H (1.724, 1.942, -1.323)
H (0.099, -0.330, 1.752)
H (-0.406, -1.889, -0.468)
H (1.269, -1.634, -0.393)
H (-0.476, -2.980, 1.543)
H (1.140, -3.144, 1.522)
O (-2.905, 0.309, -0.018)
H (-1.952, 0.241, 0.089)
H (-3.325, 0.782, 0.699)

natural (NBO) atomic charge list, values in e, 5 entries:
1. C -0.63
2. C -0.53
3. C 0.69
4. O -0.60
5. N -0.69

No. 3
Density functional theory data (ωB97M-V/def2-TZVPD) for 2 unconnected molecules or ions with the total composition CH2ClOP at a distorted geometry.

* energy relative to the best compared isomer or geometry (same formula, charge and spin): 308.7 kJ/mol
* lowest unoccupied orbital energy (alpha / beta): -1.100 / -1.098 eV
* largest force on an atom: 0.064 Eh/bohr
* M: 96.45 g/mol
* calculated total energy: -915.9541 hartree
* HOMO-LUMO gap (alpha / beta): 8.10 / 7.73 eV

Geometry (Å):
C (-2.132, 1.466, -3.272)
O (-1.739, 0.420, -2.880)
P (-0.041, -0.850, -0.270)
Cl (-1.717, 3.004, -2.836)
H (-0.595, -0.628, 0.998)
H (-0.020, 0.547, -0.682)

natural (NBO) atomic charge list, values in e, 5 entries:
1. C 0.41
2. O -0.46
3. P 0.11
4. Cl 0.06
5. H -0.06